No. 1
Here is a molecular structure, C45H60N4O3SScSi3Te from the OMol25 dataset. Energies are from wB97M-V/def2-TZVPD.

Properties
Orbital gap = 0.177 Ha
Total charge = -1
E_LUMO = 2.3 eV
HOMO = -2.5092 eV
E = -4491.226533 Eh

Element x y z (Å)
1 Sc 0.958 0.580 -0.539
2 C 2.076 3.190 -0.535
3 Si 2.008 2.775 1.325
4 C 3.785 2.220 1.660
5 C 1.839 4.469 2.156
6 C 0.947 1.301 1.717
7 C 1.632 0.691 2.922
8 C 1.724 1.418 4.125
9 C 2.461 0.932 5.185
10 C 3.095 -0.296 5.052
11 C 2.903 -0.987 3.870
12 N 2.187 -0.525 2.841
13 Si -0.887 0.921 1.978
14 C -1.263 -0.611 0.929
15 C -2.234 2.180 1.594
16 C -1.255 0.390 3.745
17 H 2.868 3.923 -0.711
18 H 1.142 3.614 -0.900
19 H 2.337 2.346 -1.187
20 H 4.488 2.898 1.166
21 H 3.950 1.208 1.278
22 H 4.024 2.203 2.726
23 H 2.822 4.949 2.161
24 H 1.491 4.403 3.190
25 H 1.151 5.121 1.613
26 H 1.216 2.370 4.202
27 H 2.542 1.503 6.103
28 H 3.705 -0.714 5.843
29 H 3.340 -1.970 3.720
30 H -1.005 -0.522 -0.135
31 H -2.335 -0.834 0.917
32 H -0.732 -1.475 1.328
33 H -2.332 2.397 0.535
34 H -2.099 3.126 2.126
35 H -3.181 1.741 1.924
36 H -0.749 -0.542 4.003
37 H -2.333 0.224 3.834
38 H -0.965 1.149 4.476
39 Te 2.011 -1.912 -1.048
40 O -0.522 1.685 -1.315
41 Si -1.518 2.714 -2.030
42 C -1.447 4.505 -1.425
43 C -1.123 4.855 -0.112
44 C -1.163 6.176 0.317
45 C -1.518 7.184 -0.568
46 C -1.823 6.865 -1.884
47 C -1.786 5.541 -2.302
48 C -1.161 2.873 -3.881
49 C -2.134 2.682 -4.863
50 C -1.847 2.867 -6.213
51 C -0.573 3.256 -6.603
52 C 0.413 3.451 -5.641
53 C 0.119 3.254 -4.299
54 C -3.295 2.115 -1.849
55 C -3.558 0.742 -1.900
56 C -4.841 0.247 -1.717
57 C -5.893 1.121 -1.472
58 C -5.654 2.487 -1.416
59 C -4.366 2.975 -1.601
60 H -0.823 4.084 0.586
61 H -0.918 6.416 1.345
62 H -1.550 8.214 -0.235
63 H -2.090 7.646 -2.585
64 H -2.025 5.311 -3.336
65 H -3.137 2.390 -4.570
66 H -2.620 2.718 -6.956
67 H -0.349 3.411 -7.652
68 H 1.407 3.762 -5.940
69 H 0.895 3.419 -3.556
70 H -2.741 0.046 -2.066
71 H -5.019 -0.821 -1.755
72 H -6.894 0.737 -1.315
73 H -6.469 3.173 -1.218
74 H -4.191 4.045 -1.540
75 C 1.067 -0.188 -6.038
76 N 0.897 -0.057 -4.601
77 C -0.306 -0.585 -3.959
78 C 1.800 0.580 -3.841
79 C 3.070 1.062 -4.484
80 O 1.666 0.667 -2.622
81 H 0.337 -0.904 -6.407
82 H 2.058 -0.569 -6.285
83 H 0.907 0.762 -6.554
84 H -0.987 -0.937 -4.731
85 H -0.792 0.202 -3.386
86 H -0.042 -1.396 -3.279
87 H 2.903 1.561 -5.438
88 H 3.718 0.196 -4.643
89 H 3.566 1.737 -3.792
90 C 0.184 -7.953 0.384
91 C 1.678 -7.744 0.618
92 C 2.107 -6.285 0.529
93 N 1.530 -5.515 1.621
94 C 2.053 -4.285 1.942
95 S 3.384 -3.595 1.322
96 N 1.190 -3.479 2.719
97 C 0.104 -3.763 3.501
98 O -0.713 -2.902 3.776
99 C -0.045 -5.135 4.104
100 C -1.332 -5.594 4.353
101 C -1.529 -6.826 4.961
102 C -0.436 -7.589 5.345
103 C 0.853 -7.117 5.128
104 C 1.049 -5.895 4.503
105 H -0.089 -9.006 0.469
106 H -0.108 -7.607 -0.611
107 H -0.419 -7.410 1.117
108 H 2.248 -8.314 -0.120
109 H 1.947 -8.125 1.608
110 H 1.827 -5.855 -0.439
111 H 3.188 -6.200 0.606
112 H 0.520 -5.529 1.638
113 H 1.361 -2.482 2.565
114 H -2.167 -4.971 4.060
115 H -2.534 -7.187 5.140
116 H -0.586 -8.549 5.825
117 H 1.707 -7.704 5.442
118 H 2.051 -5.521 4.337

No. 2
Here is a molecular structure, C45H62F3N4P2SSiV from the OMol25 dataset. Energies are from wB97M-V/def2-TZVPD.

Properties
Multiplicity = 3
Orbital gap (alpha / beta) = 0.243 / 0.227 Ha
Total charge = 0
E_LUMO (alpha / beta) = -0.4 / -1.1 eV
HOMO (alpha / beta) = -7.0561 / -7.2926 eV
E = -4584.961878 Eh

Element x y z (Å)
1 V -0.414 1.596 2.294
2 N -2.527 5.297 3.316
3 C -2.079 4.026 3.178
4 S -0.362 3.762 3.246
5 N -2.947 3.066 3.010
6 N -2.319 1.875 2.836
7 C -2.999 0.795 3.054
8 C -2.254 -0.416 2.954
9 C -2.894 -1.689 3.245
10 C -2.146 -2.775 3.434
11 C -0.658 -2.675 3.366
12 C -0.188 -1.508 2.484
13 N -0.990 -0.290 2.641
14 H -1.893 5.999 3.651
15 H -3.514 5.430 3.466
16 H -4.045 0.841 3.339
17 H -3.969 -1.703 3.353
18 H -2.606 -3.715 3.707
19 H 0.159 -4.566 3.944
20 H 0.815 -1.243 2.828
21 C -1.681 4.020 -0.188
22 Si -1.226 2.163 -0.109
23 C -0.100 1.984 -1.608
24 C -0.606 2.282 -2.871
25 C 0.204 2.218 -3.990
26 C 1.541 1.867 -3.853
27 C 2.053 1.594 -2.597
28 C 1.238 1.655 -1.470
29 P 1.780 1.282 0.245
30 C 3.042 -0.068 -0.003
31 C 2.480 -1.239 -0.836
32 C 3.155 -2.567 -0.495
33 C 4.626 -2.346 -0.175
34 C 4.770 -1.519 1.107
35 C 3.572 -0.590 1.328
36 C 2.766 2.790 0.728
37 C 3.991 3.170 -0.141
38 C 3.895 4.583 -0.706
39 C 3.670 5.621 0.387
40 C 2.532 5.218 1.341
41 C 1.800 3.972 0.857
42 C -2.844 1.191 -0.480
43 C -4.045 1.783 -0.084
44 C -5.272 1.177 -0.282
45 C -5.335 -0.065 -0.888
46 C -4.159 -0.694 -1.250
47 C -2.920 -0.093 -1.042
48 P -1.373 -1.038 -1.327
49 C -1.831 -2.214 -2.673
50 C -2.169 -1.441 -3.954
51 C -1.921 -2.285 -5.211
52 C -2.093 -3.770 -4.919
53 C -1.037 -4.249 -3.914
54 C -0.640 -3.133 -2.943
55 C -1.391 -2.052 0.268
56 C -1.824 -3.532 0.213
57 C -0.785 -4.603 0.549
58 C -0.646 -4.961 2.029
59 C 0.038 -4.005 3.013
60 C -0.076 -1.774 0.983
61 H -2.704 4.162 -0.522
62 H -1.034 4.489 -0.930
63 H -1.552 4.556 0.748
64 H -1.648 2.551 -2.985
65 H -0.202 2.436 -4.969
66 H 2.181 1.811 -4.722
67 H 3.093 1.318 -2.502
68 H 3.895 0.362 -0.536
69 H 2.617 -1.027 -1.895
70 H 1.391 -1.319 -0.696
71 H 3.035 -3.265 -1.327
72 H 2.665 -3.031 0.365
73 H 5.088 -1.820 -1.015
74 H 5.157 -3.294 -0.078
75 H 5.692 -0.935 1.068
76 H 4.864 -2.184 1.968
77 H 3.851 0.228 1.995
78 H 2.769 -1.123 1.836
79 H 3.107 2.559 1.746
80 H 4.121 2.480 -0.973
81 H 4.900 3.084 0.461
82 H 3.081 4.621 -1.434
83 H 4.808 4.818 -1.260
84 H 3.455 6.588 -0.074
85 H 4.596 5.752 0.950
86 H 1.823 6.038 1.460
87 H 2.931 5.012 2.337
88 H 1.314 4.167 -0.103
89 H 0.995 3.718 1.561
90 H -4.027 2.747 0.408
91 H -6.175 1.677 0.034
92 H -6.287 -0.549 -1.060
93 H -4.209 -1.680 -1.692
94 H -2.690 -2.841 -2.401
95 H -1.561 -0.537 -3.997
96 H -3.209 -1.111 -3.915
97 H -0.909 -2.110 -5.583
98 H -2.598 -1.968 -6.007
99 H -2.031 -4.357 -5.837
100 H -3.096 -3.938 -4.516
101 H -0.148 -4.599 -4.443
102 H -1.421 -5.106 -3.355
103 H 0.164 -2.523 -3.363
104 H -0.239 -3.561 -2.017
105 H -2.174 -1.525 0.824
106 H -2.227 -3.758 -0.777
107 H -2.668 -3.672 0.897
108 H 0.190 -4.365 0.117
109 H -1.101 -5.522 0.046
110 H -0.088 -5.900 2.087
111 H -1.646 -5.201 2.405
112 H 1.055 -3.786 2.678
113 H -0.338 -2.427 4.391
114 H 0.656 -2.563 0.805
115 H 0.379 -0.869 0.557
116 F 1.047 0.678 4.665
117 C 1.351 1.307 3.480
118 F 2.272 0.471 2.875
119 F 2.091 2.398 3.836

No. 3
Here is a molecular structure, C45H62N3O5PV from the OMol25 dataset. Energies are from wB97M-V/def2-TZVPD.

Properties
Multiplicity = 4
Orbital gap (alpha / beta) = 0.258 / 0.299 Ha
Total charge = +2
E_LUMO (alpha / beta) = -5.7 / -5.8 eV
HOMO (alpha / beta) = -12.7262 / -13.9141 eV
E = -3577.373011 Eh

Element x y z (Å)
1 V 12.286 9.137 13.423
2 C 9.972 11.473 16.596
3 O 11.369 12.021 16.396
4 C 11.967 11.273 15.432
5 N 11.342 10.245 15.039
6 C 10.072 10.121 15.871
7 C 8.901 9.801 14.983
8 C 8.463 10.668 13.981
9 C 7.472 10.306 13.065
10 C 6.781 9.125 13.202
11 C 7.058 8.298 14.317
12 C 8.170 8.631 15.145
13 C 13.384 11.541 14.975
14 C 14.218 12.555 15.399
15 C 15.457 12.569 14.745
16 C 15.853 11.682 13.757
17 C 14.969 10.629 13.496
18 N 13.755 10.648 14.063
19 C 15.174 9.514 12.617
20 N 14.284 8.582 12.439
21 C 14.937 7.480 11.712
22 C 16.218 8.163 11.177
23 O 16.402 9.375 12.121
24 C 14.087 6.692 10.704
25 C 14.489 5.495 10.222
26 C 13.733 4.899 9.184
27 C 12.633 5.518 8.676
28 C 12.163 6.700 9.253
29 C 12.920 7.310 10.220
30 H 9.233 12.141 16.114
31 H 9.812 11.345 17.654
32 H 10.280 9.278 16.554
33 H 9.039 11.588 13.817
34 H 7.267 10.929 12.175
35 H 5.983 8.864 12.489
36 H 6.442 7.415 14.496
37 H 8.447 7.983 15.931
38 H 13.889 13.218 16.218
39 H 16.183 13.294 15.030
40 H 16.801 11.702 13.273
41 H 15.238 6.796 12.508
42 H 16.073 8.590 10.209
43 H 17.148 7.490 11.298
44 H 15.327 4.975 10.630
45 H 14.060 3.954 8.734
46 H 12.114 5.115 7.753
47 H 11.228 7.134 8.847
48 H 12.589 8.265 10.579
49 C 14.120 7.469 15.495
50 O 12.827 7.660 14.876
51 C 11.900 6.593 15.000
52 C 11.306 6.337 13.632
53 O 10.747 7.533 13.103
54 C 9.935 7.263 11.983
55 H 14.442 6.429 15.356
56 H 14.068 7.699 16.560
57 H 14.875 8.130 15.082
58 H 11.110 6.882 15.697
59 H 12.427 5.678 15.317
60 H 10.522 5.603 13.647
61 H 12.071 6.009 12.962
62 H 10.493 7.018 11.168
63 H 9.330 8.138 11.828
64 H 9.220 6.432 12.106
65 O 11.822 10.411 11.786
66 P 11.631 11.560 10.763
67 C 9.883 11.442 10.292
68 C 9.112 12.313 9.260
69 C 7.694 11.776 9.197
70 C 7.752 10.522 8.268
71 C 9.070 9.802 8.538
72 C 9.619 9.996 9.936
73 C 12.615 11.207 9.186
74 C 13.983 10.531 9.534
75 C 15.063 11.528 9.826
76 C 15.215 12.571 8.690
77 C 13.885 13.326 8.525
78 C 12.783 12.361 8.180
79 C 11.830 13.230 11.507
80 C 10.996 13.405 12.742
81 C 11.239 14.811 13.269
82 C 10.811 15.988 12.284
83 C 10.522 15.381 10.906
84 C 11.581 14.375 10.511
85 H 9.511 11.622 11.306
86 H 9.497 12.340 8.235
87 H 9.145 13.405 9.521
88 H 7.005 12.560 8.838
89 H 7.269 11.464 10.151
90 H 7.625 10.914 7.258
91 H 6.908 9.828 8.429
92 H 9.765 10.152 7.742
93 H 8.983 8.721 8.271
94 H 10.480 9.339 10.072
95 H 8.864 9.583 10.583
96 H 11.965 10.452 8.773
97 H 14.235 9.968 8.663
98 H 13.839 9.856 10.345
99 H 16.019 11.026 9.962
100 H 14.920 12.145 10.754
101 H 15.587 12.099 7.760
102 H 15.973 13.256 9.002
103 H 14.015 13.970 7.623
104 H 13.712 13.937 9.366
105 H 12.897 11.935 7.175
106 H 11.815 12.869 8.115
107 H 12.850 13.262 11.905
108 H 11.299 12.614 13.422
109 H 9.891 13.307 12.515
110 H 12.285 14.963 13.563
111 H 10.640 14.955 14.167
112 H 11.615 16.746 12.204
113 H 9.924 16.471 12.709
114 H 10.561 16.123 10.061
115 H 9.536 14.899 10.933
116 H 12.522 14.871 10.326
117 H 11.340 13.906 9.559

No. 4
Here is a molecular structure, C45H62N3PPbS4 from the OMol25 dataset. Energies are from wB97M-V/def2-TZVPD.

Properties
Orbital gap = 0.187 Ha
Total charge = -2
E_LUMO = 4.0 eV
HOMO = -1.1274 eV
E = -4043.223925 Eh

Element x y z (Å)
1 Pb -1.514 2.297 -0.629
2 C -4.275 -0.306 1.599
3 N -3.443 0.859 1.809
4 C -2.164 0.496 2.406
5 C -1.369 1.667 2.988
6 N 0.068 1.400 2.877
7 C 0.405 0.082 3.378
8 C 0.923 2.461 3.314
9 C 1.735 2.263 4.441
10 C 2.643 3.215 4.888
11 C 2.721 4.426 4.211
12 C 1.900 4.649 3.116
13 C 0.991 3.696 2.610
14 S 0.065 4.142 1.186
15 C -4.177 1.948 2.388
16 C -4.409 1.973 3.762
17 C -5.097 3.017 4.368
18 C -5.568 4.050 3.561
19 C -5.364 4.016 2.189
20 C -4.678 2.963 1.546
21 S -4.501 2.961 -0.202
22 H -4.610 -0.756 2.549
23 H -3.719 -1.062 1.041
24 H -5.154 -0.020 1.017
25 H -1.565 0.047 1.603
26 H -2.305 -0.281 3.178
27 H -1.643 1.822 4.043
28 H -1.598 2.591 2.457
29 H 0.012 -0.112 4.395
30 H 1.485 -0.041 3.405
31 H 0.002 -0.686 2.710
32 H 1.651 1.337 4.996
33 H 3.268 3.009 5.750
34 H 3.414 5.196 4.532
35 H 1.950 5.593 2.586
36 H -4.027 1.155 4.366
37 H -5.251 3.030 5.441
38 H -6.088 4.893 4.006
39 H -5.728 4.824 1.564
40 C -1.015 3.303 -5.544
41 C -0.782 2.758 -4.133
42 S -1.531 3.751 -2.864
43 C -0.063 1.643 -3.933
44 C 0.543 0.891 -5.101
45 S 0.229 0.886 -2.359
46 H -1.681 4.165 -5.506
47 H -1.476 2.556 -6.200
48 H -0.082 3.627 -6.020
49 H 0.573 1.477 -6.022
50 H -0.020 -0.030 -5.304
51 H 1.566 0.587 -4.857
52 N -2.757 -0.336 -1.182
53 C -3.732 -0.548 -1.741
54 C -4.943 -0.701 -2.527
55 C -5.167 -1.849 -3.271
56 C -6.352 -1.978 -3.983
57 C -7.298 -0.963 -3.942
58 C -7.062 0.182 -3.197
59 C -5.880 0.319 -2.481
60 H -4.413 -2.625 -3.291
61 H -6.533 -2.869 -4.570
62 H -8.224 -1.066 -4.494
63 H -7.798 0.975 -3.167
64 H -5.671 1.201 -1.877
65 C 2.011 -4.809 2.586
66 C 2.423 -3.452 3.150
67 C 2.905 -2.529 2.012
68 C 2.104 -2.732 0.704
69 C 0.700 -3.244 1.069
70 C 0.759 -4.646 1.702
71 P 1.831 -1.209 -0.367
72 C 2.148 -1.957 -2.034
73 C 0.981 -2.856 -2.459
74 C 1.133 -3.309 -3.915
75 C 2.564 -3.823 -4.229
76 C 3.394 -3.998 -2.957
77 C 3.518 -2.661 -2.223
78 C 3.261 -0.009 -0.302
79 C 4.698 -0.405 0.087
80 C 5.548 0.837 0.447
81 C 5.103 2.075 -0.334
82 C 3.651 2.460 0.032
83 C 2.851 1.240 0.501
84 H 1.829 -5.533 3.383
85 H 2.842 -5.200 1.988
86 H 3.219 -3.568 3.892
87 H 1.572 -2.999 3.671
88 H 3.958 -2.742 1.822
89 H 2.844 -1.485 2.338
90 H 2.593 -3.509 0.104
91 H 0.046 -3.242 0.196
92 H 0.247 -2.533 1.771
93 H 0.754 -5.410 0.919
94 H -0.139 -4.805 2.307
95 H 2.087 -1.074 -2.676
96 H 0.054 -2.289 -2.342
97 H 0.917 -3.737 -1.807
98 H 0.891 -2.463 -4.565
99 H 0.399 -4.092 -4.129
100 H 3.084 -3.105 -4.873
101 H 2.519 -4.763 -4.785
102 H 4.389 -4.380 -3.205
103 H 2.924 -4.745 -2.307
104 H 4.175 -2.013 -2.814
105 H 4.022 -2.816 -1.265
106 H 3.274 0.306 -1.353
107 H 5.173 -0.937 -0.742
108 H 4.700 -1.079 0.938
109 H 6.603 0.622 0.259
110 H 5.457 1.051 1.517
111 H 5.183 1.864 -1.407
112 H 5.779 2.910 -0.130
113 H 3.145 2.891 -0.835
114 H 3.642 3.223 0.814
115 H 1.786 1.446 0.400
116 H 3.038 1.059 1.566